{
  "formula": "C24H25N5",
  "method": "ωB97M-V with the def2-TZVPD basis set",
  "gap_ev": 9.048,
  "homo_energy_ev": -8.5,
  "smiles": "c1cc[nH]c1.c1ccncc1.c1ccncc1.c1ccncc1.c1ccncc1",
  "spin_multiplicity": 1,
  "e_tot_ev": -32740.6847,
  "species": ["N", "C", "C", "C", "C", "H", "H", "H", "H", "H", "N", "C", "C", "C", "C", "C", "H", "H", "H", "H", "H", "N", "C", "C", "C", "C", "C", "H", "H", "H", "H", "H", "N", "C", "C", "C", "C", "C", "H", "H", "H", "H", "H", "N", "C", "C", "C", "C", "C", "H", "H", "H", "H", "H"],
  "coordinates": [[-4.437927, -1.017103, -4.099477], [-3.260424, -0.440535, -3.627588], [-3.631957, 0.426525, -2.619016], [-5.052183, 0.406254, -2.554458], [-5.530353, -0.436916, -3.548899], [-4.448045, -1.835652, -4.691056], [-2.264184, -0.676772, -3.971242], [-3.033395, 1.080751, -2.002488], [-5.679059, 1.069585, -1.977023], [-6.565019, -0.578015, -3.824499], [-3.211802, 4.182655, 4.585058], [-2.203770, 3.290339, 4.988608], [-1.073705, 3.119282, 4.238249], [-0.990357, 3.658719, 2.957397], [-2.050239, 4.506684, 2.528638], [-3.109276, 4.722502, 3.343782], [-2.486656, 2.659970, 5.818669], [-0.224445, 2.490270, 4.460734], [-0.167373, 3.528472, 2.270274], [-1.887289, 4.988932, 1.576119], [-3.849603, 5.404909, 2.953091], [5.366863, 1.017954, -1.683925], [5.961046, 1.930792, -2.438136], [5.566250, 3.324304, -2.538856], [4.445284, 3.715920, -1.865157], [3.785981, 2.772049, -1.050124], [4.280221, 1.411816, -1.008288], [6.858374, 1.600381, -2.940163], [6.120127, 4.053618, -3.111311], [4.129997, 4.743998, -1.965427], [2.864029, 3.131675, -0.617599], [3.706861, 0.766856, -0.358914], [-0.065669, 1.038627, 0.752947], [-1.047491, 0.379835, 0.118448], [-0.932197, -0.993613, -0.145101], [0.186503, -1.711548, 0.322892], [1.220756, -0.970495, 0.820529], [1.088102, 0.376123, 1.120121], [-1.832718, 1.053283, -0.191869], [-1.745970, -1.333171, -0.768697], [0.389435, -2.763329, 0.185180], [2.138304, -1.437522, 1.146727], [1.935734, 0.909676, 1.524139], [2.455141, -5.178048, 0.598856], [2.071459, -5.773004, 1.750572], [0.767588, -6.299778, 1.905278], [-0.063191, -6.308201, 0.787435], [0.274015, -5.640704, -0.409953], [1.538411, -5.003119, -0.486496], [2.859247, -5.816015, 2.488095], [0.559532, -6.750626, 2.864368], [-1.028618, -6.786891, 0.859658], [-0.424471, -5.754327, -1.225795], [1.728123, -4.257372, -1.244307]],
  "forces_ev_per_angstrom": [[1.186, -0.232, -1.174], [-0.798, -0.043, 1.036], [-0.514, -0.064, -0.301], [-0.529, 0.320, -0.831], [0.385, 0.712, 1.827], [-0.060, 0.403, -0.102], [-0.293, -0.316, -0.144], [0.235, -0.200, -0.290], [0.093, -0.103, 0.108], [0.285, -0.480, -0.167], [1.085, -1.552, -0.500], [-2.635, 2.009, -1.278], [1.199, -0.688, -1.581], [-1.729, 1.827, 0.020], [2.963, -1.470, -0.471], [-0.094, -0.009, 1.779], [0.389, 0.374, 0.471], [-0.243, -0.324, 0.792], [0.192, -0.322, 0.290], [-0.583, 0.069, -0.170], [-0.564, 0.048, 0.625], [-0.742, 0.202, 0.243], [0.034, 2.076, 0.061], [0.729, -2.325, 0.017], [-0.221, -0.755, 0.732], [0.918, -0.846, -1.267], [-0.998, 3.165, 0.020], [0.062, -0.029, -0.216], [0.207, -0.277, -0.216], [-0.315, 0.032, 0.230], [-0.074, -0.591, 0.541], [0.368, -0.675, -0.149], [1.669, -0.018, 0.855], [2.404, -0.232, 0.819], [-0.468, 0.525, 0.018], [-0.852, 0.691, -1.371], [0.925, 0.509, 1.729], [-2.496, 0.076, -1.862], [-0.415, -0.520, -0.142], [0.021, -0.943, 0.179], [-0.601, -0.119, -0.177], [0.119, -0.311, -0.150], [-0.261, 0.415, 0.212], [-1.758, 0.987, -1.589], [-0.791, 0.474, -2.579], [1.286, 0.193, -0.540], [0.247, 0.379, 0.345], [1.423, -0.305, 0.886], [-0.388, -1.584, 3.727], [-0.160, -0.145, 0.281], [-0.542, -0.103, -0.104], [-0.094, -0.071, -0.030], [0.073, 0.539, -0.222], [0.725, -0.373, -0.217]]
}



{
  "formula": "C24H25NO3",
  "method": "ωB97M-V with the def2-TZVPD basis set",
  "gap_ev": 8.710,
  "homo_energy_ev": -8.2,
  "smiles": "COc1ccc(CC(=O)N[C@@H](c2ccccc2)c2ccc(C)cc2)c(OC)c1",
  "spin_multiplicity": 1,
  "e_tot_ev": -32926.9309,
  "species": ["C", "H", "O", "C", "C", "C", "C", "C", "C", "H", "O", "C", "H", "H", "H", "C", "H", "C", "O", "N", "H", "C", "C", "C", "C", "C", "C", "C", "H", "H", "H", "H", "H", "C", "C", "C", "C", "C", "C", "H", "H", "C", "H", "H", "H", "H", "H", "H", "H", "H", "H", "H", "H"],
  "coordinates": [[0.748915, 4.496753, 2.281682], [1.826666, 4.463237, 2.472678], [0.468866, 4.453851, 0.903706], [0.896485, 3.378819, 0.182333], [0.695668, 3.440007, -1.193338], [1.109037, 2.395997, -1.993552], [1.723546, 1.271759, -1.462661], [1.894128, 1.204129, -0.075227], [1.499519, 2.256913, 0.738172], [1.646626, 2.195820, 1.802663], [2.459781, 0.049310, 0.413026], [2.669696, -0.073311, 1.798071], [3.113988, -1.057672, 1.941845], [3.360504, 0.689421, 2.170067], [1.726867, -0.017947, 2.351650], [2.099396, 0.114310, -2.350327], [2.921141, -0.455203, -1.918647], [0.834970, -0.735933, -2.439691], [0.093090, -0.730262, -3.397285], [0.606675, -1.451372, -1.311447], [1.234058, -1.278555, -0.536686], [-0.749681, -1.818740, -0.930764], [-0.807029, -3.115500, -0.165889], [-2.008387, -3.497228, 0.422422], [-2.099000, -4.680492, 1.130987], [-0.989670, -5.500333, 1.259942], [0.205932, -5.131319, 0.669804], [0.297613, -3.945725, -0.039945], [1.229689, -3.670840, -0.510330], [1.072924, -5.769809, 0.759652], [-1.059394, -6.424545, 1.814417], [-3.037426, -4.964988, 1.584065], [-2.872718, -2.856237, 0.323087], [-1.299805, -0.639647, -0.151068], [-1.894946, 0.415287, -0.832306], [-2.285469, 1.554000, -0.157244], [-2.093993, 1.672431, 1.214736], [-1.488101, 0.621821, 1.888908], [-1.087494, -0.519009, 1.214796], [-0.617018, -1.328593, 1.756460], [-1.326867, 0.693111, 2.956674], [-2.543196, 2.911151, 1.927992], [-3.618596, 3.041737, 1.812602], [-2.056964, 3.787655, 1.502191], [-2.315843, 2.859481, 2.990525], [-2.745407, 2.367296, -0.699175], [-2.040854, 0.342533, -1.899678], [-1.308034, -1.926340, -1.869647], [2.364641, 0.464622, -3.346641], [0.949770, 2.444228, -3.059747], [0.218241, 4.311363, -1.610165], [0.352573, 5.448162, 2.633429], [0.257464, 3.680749, 2.820709]],
  "forces_ev_per_angstrom": [[0.051, 0.018, 0.187], [-0.039, -0.022, -0.009], [-0.042, -0.065, -0.290], [0.035, -0.080, -0.306], [-0.049, 0.175, 0.213], [0.074, -0.012, 0.233], [0.262, -0.063, 0.234], [-0.014, 0.097, -0.347], [0.035, 0.053, 0.363], [-0.005, -0.012, 0.117], [-0.106, 0.226, -0.428], [0.045, -0.054, 0.341], [-0.031, 0.076, 0.045], [-0.039, -0.010, -0.026], [0.035, 0.021, -0.020], [-0.274, -0.005, -0.049], [0.027, -0.011, -0.059], [0.658, -0.108, -0.107], [-0.309, 0.161, -0.270], [-0.035, -0.544, 0.224], [-0.002, 0.114, -0.071], [-0.075, 0.228, -0.229], [0.083, -0.089, -0.043], [0.029, -0.036, -0.030], [-0.102, 0.021, -0.003], [0.075, -0.100, 0.036], [0.005, -0.137, 0.089], [-0.031, 0.109, -0.050], [0.066, 0.026, -0.044], [0.063, -0.050, 0.007], [-0.004, -0.071, 0.045], [-0.077, -0.021, 0.031], [-0.090, 0.062, 0.021], [-0.088, -0.049, 0.020], [-0.034, -0.060, -0.003], [0.028, -0.013, 0.102], [-0.002, -0.017, 0.011], [0.005, 0.057, 0.026], [-0.035, -0.061, -0.078], [0.013, -0.084, 0.071], [-0.004, 0.029, 0.100], [-0.035, 0.009, -0.030], [-0.069, 0.062, 0.059], [0.029, 0.111, 0.026], [-0.001, 0.042, 0.076], [-0.060, 0.108, -0.081], [-0.005, -0.028, -0.150], [0.093, 0.037, 0.187], [-0.022, -0.090, 0.040], [-0.020, -0.001, -0.145], [-0.059, 0.130, -0.061], [0.034, -0.081, 0.029], [0.011, 0.004, -0.008]]
}